Record 1
Here is a molecular structure, C19H66F3InO17 from OMol25. Energies are from ωB97M-V/def2-TZVPD.

```
106
Properties=species:S:1:pos:R:3:forces:R:3
In 22.258893 14.222701 -14.782823 -0.651 0.607 -2.162
F 24.535470 15.019014 -17.835195 1.277 -0.600 0.974
F 23.425936 16.472745 -18.896360 -0.869 -1.879 0.031
F 23.542196 14.328903 -19.600562 -0.709 1.090 0.990
O 22.162060 8.321333 -15.864895 0.050 1.141 -0.026
O 18.909047 18.290651 -18.549231 -0.206 1.177 1.434
O 23.427805 18.860469 -15.263328 -1.893 0.296 0.918
O 18.573316 13.204465 -17.095925 -0.122 0.249 1.438
O 22.384686 13.497232 -17.066938 -0.484 -3.575 -2.914
O 24.689017 11.218659 -16.578111 -0.304 -1.284 0.379
O 23.984921 9.495977 -18.491946 -1.795 -0.599 1.143
O 22.971083 12.115342 -14.895115 -1.344 1.475 -0.406
O 20.408260 11.009487 -20.871401 -1.545 0.243 -0.115
O 22.734955 7.165794 -18.152502 -0.683 1.511 0.320
O 20.188329 15.764955 -14.583266 -0.085 -1.510 0.502
O 22.541547 16.306912 -13.736456 -0.706 0.765 -2.558
O 19.208682 14.738782 -21.148165 -2.043 1.272 0.110
O 24.460980 14.260993 -14.680893 -2.114 -0.650 0.703
O 22.247177 15.434034 -16.408823 0.465 2.791 0.943
O 17.510501 8.890525 -18.493825 -1.801 -2.695 0.472
O 20.421330 13.092588 -15.252120 0.095 0.876 -0.247
C 24.584950 9.690503 -19.722795 1.731 1.611 -0.407
C 20.012830 11.911180 -14.689818 3.047 -1.372 2.947
C 23.173003 11.082288 -14.013309 -0.977 -1.734 2.473
C 22.218450 12.364748 -18.062026 -0.522 0.877 0.229
C 18.918642 13.102692 -18.481881 -2.140 -0.192 0.087
C 21.760563 10.910632 -21.037515 2.908 -0.870 -0.788
C 21.068855 7.963057 -15.025143 1.113 -0.449 -0.732
C 19.531706 16.309562 -15.731006 -0.222 2.063 1.873
C 19.798518 17.420488 -19.123957 0.648 -0.654 -2.265
C 23.044643 18.533848 -16.604565 -0.878 0.011 -1.076
C 22.226797 14.791615 -17.579578 -1.187 -0.008 0.558
C 21.559387 11.144523 -17.575759 -0.986 -0.898 1.573
C 25.184860 15.392081 -15.015264 2.978 2.890 0.577
C 23.417879 15.140275 -18.488588 0.352 1.409 -1.730
C 23.321873 16.646564 -12.655596 -0.849 -1.209 1.748
C 25.869823 11.551256 -17.232801 0.686 3.878 0.724
C 18.544828 9.702511 -18.161161 0.675 1.407 -1.213
C 21.369857 7.249205 -18.475685 -0.924 3.325 0.241
C 20.545755 14.526101 -21.263283 2.711 -1.028 -0.855
H 19.690799 13.246200 -15.902683 0.223 1.050 -0.845
H 20.016697 16.524514 -18.529333 0.235 0.240 -0.025
H 25.757870 11.585750 -18.270772 -0.393 -0.077 -1.766
H 19.696461 13.817159 -18.671399 0.119 0.124 -0.257
H 20.738798 13.588768 -20.745206 0.770 -0.228 0.222
H 23.838638 15.765553 -12.467569 1.189 -1.494 1.244
H 22.221559 11.799573 -20.634297 0.116 0.163 0.529
H 19.773953 12.051710 -13.658604 -0.348 0.043 0.873
H 22.218243 17.195361 -14.005864 -0.295 -1.268 -1.125
H 22.070978 18.001560 -16.703857 0.434 0.458 0.480
H 17.799466 12.679331 -16.822347 0.333 0.306 -0.692
H 19.144730 12.087284 -18.677102 1.002 -0.737 -0.533
H 20.918115 14.343968 -22.325414 -0.480 0.556 1.082
H 23.540842 8.612756 -18.421693 0.660 0.761 -0.173
H 24.504101 10.763715 -20.089084 0.090 -1.034 0.757
H 22.939269 10.099354 -14.471330 0.749 0.476 0.022
H 22.232182 7.733518 -16.644578 0.154 0.370 1.072
H 23.147919 12.193459 -18.524394 1.226 -0.204 -0.280
H 21.067140 6.599296 -19.192937 -0.471 -2.192 -2.322
H 18.718488 14.062741 -21.620037 0.045 -0.038 -0.155
H 18.502785 16.672654 -15.523472 0.723 -0.034 0.253
H 19.289493 9.202829 -17.561380 0.315 0.186 0.610
H 22.637264 19.247081 -14.779990 1.516 -0.235 -1.142
H 21.347591 6.979364 -14.718302 -0.923 -1.062 0.488
H 25.633315 9.449328 -19.530438 0.223 0.152 -0.925
H 19.408159 15.569165 -16.436987 0.274 -1.419 -1.809
H 24.488409 10.335525 -16.962196 -0.559 0.293 0.075
H 24.197703 9.123177 -20.532391 -0.418 -0.943 -0.529
H 20.756636 11.110590 -14.741852 0.351 0.366 -0.016
H 19.369052 17.141165 -20.069184 -0.444 -1.162 -0.487
H 22.552330 16.827814 -11.943176 0.395 0.541 1.760
H 22.188068 10.935533 -22.093569 -1.039 -0.428 0.837
H 23.441213 11.842961 -15.712550 0.700 0.564 -0.646
H 22.469271 11.122690 -13.146344 0.335 0.355 -0.615
H 19.242808 11.473515 -15.147492 -3.475 -1.122 -2.049
H 23.038434 6.294931 -18.187008 0.844 -2.301 -0.077
H 26.184787 12.611911 -16.958525 -0.626 -1.118 -0.138
H 21.500663 12.589137 -18.815944 -0.114 1.601 -0.814
H 21.226691 8.281338 -18.914981 0.047 -1.020 0.532
H 17.762831 8.023606 -18.151240 -0.835 -0.079 -0.325
H 19.998424 10.250091 -21.287053 -0.295 -0.080 -0.183
H 21.021608 8.547314 -14.125285 0.270 0.687 0.268
H 19.798189 16.127349 -13.803147 -0.382 0.233 0.846
H 21.411575 10.395075 -18.365526 0.588 0.431 0.082
H 20.126478 8.060243 -15.543739 -0.474 -0.304 -0.092
H 22.168158 9.994436 -20.511172 -0.231 0.980 -0.562
H 25.020022 13.776213 -14.073971 -0.157 -0.614 0.179
H 20.680306 17.893500 -19.583452 0.225 0.312 1.327
H 20.618734 7.144185 -17.677739 0.751 -0.025 0.410
H 20.524009 11.388062 -17.297524 0.309 -0.030 0.275
H 26.726793 10.994168 -17.025724 1.096 -1.562 0.768
H 18.981010 9.884006 -19.159079 0.651 1.117 0.751
H 21.230457 15.015627 -18.065357 1.074 -0.729 -0.249
H 25.774437 15.129156 -15.878613 0.151 0.483 -0.322
H 23.748092 17.801353 -16.973641 0.411 0.136 -0.005
H 18.096642 10.597222 -17.681522 0.835 -0.203 -0.124
H 21.180957 15.330308 -20.798018 -0.963 -0.511 -0.481
H 25.851653 15.580832 -14.163751 0.457 -0.211 -0.275
H 24.028984 17.401732 -12.756791 0.907 1.705 -0.689
H 20.229201 17.110125 -15.916433 -0.552 0.460 -1.551
H 24.153297 11.213509 -13.598384 0.736 -0.813 0.204
H 24.770009 16.429893 -15.063939 -1.036 -1.422 -0.581
H 18.061681 17.853214 -18.566805 -0.478 0.131 -0.002
H 18.006298 13.273709 -19.073339 0.502 0.563 0.019
H 22.049507 10.683259 -16.728519 -0.042 -0.432 0.013
H 22.994193 19.394294 -17.325956 0.303 -0.478 0.989
```
Forces are in eV/Å.

Results
- strongest force on any atom (eV/A) = 4.64
- energy above the lowest of the compared OMol25 structures with the same formula, charge and spin (kcal/mol) = 22.8
- HOMO level (hartree) = -0.522
- electronic energy (eV) = -68883.41739
- total charge = +2
- LUMO energy (eV) = -7.174


Record 2
Here is 11 unconnected molecules or ions with the total composition C14H51N21O11 from OMol25. Energies are from ωB97M-V/def2-TZVPD.

```
97
Properties=species:S:1:pos:R:3:forces:R:3
O 0.826936 -1.415005 2.664561 1.123 -0.819 1.277
O 0.518810 1.594031 4.568204 -1.235 -1.132 -0.493
O 1.905386 -3.290822 -3.515481 0.648 -1.034 1.267
O -0.837179 1.586846 -0.209979 -0.827 0.056 -0.838
O -3.153982 -1.512502 -3.330473 0.025 -0.029 -0.466
O 4.389301 3.146282 -1.052998 -0.642 0.815 1.134
O -3.393625 -3.508386 1.604150 0.462 -0.561 -0.458
O -4.361046 1.252832 1.348629 0.143 1.272 -2.089
O 1.109684 -0.572434 -1.380336 -0.284 -1.855 2.329
O 1.054269 -4.771169 0.772410 -1.706 0.172 0.573
O -0.155863 1.393044 -5.185958 -1.773 -1.143 -0.701
N -0.520889 -3.074240 0.786532 -0.852 -2.159 -0.009
N 2.511803 -3.444846 -1.292130 0.663 1.775 0.281
N -1.713256 -0.858389 -1.722431 0.504 -0.244 -0.138
N -1.412709 -0.512616 -5.409564 0.681 0.275 -0.877
N 1.546418 -0.639525 -3.578167 -0.747 1.435 0.206
N -5.328844 -2.648492 0.809548 1.022 -0.897 -0.822
N -1.145176 -5.313633 0.975770 -0.465 -0.109 0.072
N -1.988142 -3.143662 -2.275045 1.355 0.265 1.087
N 1.682679 -5.258581 -2.385222 0.331 0.434 -0.995
N -3.859488 -1.358980 2.146367 -0.926 -1.729 -1.216
N 2.345856 4.514907 1.721647 -0.143 0.493 -0.695
N -1.365212 1.346952 2.000687 -0.468 -0.068 -2.629
N 0.898113 1.269455 -2.527476 -0.664 2.841 -2.152
N 1.875224 -3.222857 3.651393 0.000 -0.390 0.668
N -5.829448 2.465112 0.033430 1.537 -0.124 -0.465
N -3.645520 2.480997 -0.465017 2.790 2.135 -2.869
N 0.845514 1.197664 1.216095 0.869 -0.747 0.098
N 1.918590 -1.110849 4.643329 0.244 -1.103 -1.080
N -2.362548 1.435430 -4.671509 0.332 0.870 -0.402
N 2.161235 3.016754 4.861583 -0.003 0.191 -0.784
N 0.218339 3.574726 3.600474 -2.321 2.937 -1.804
C -0.476081 1.283162 0.924456 -0.422 1.467 1.203
C -1.274111 0.786694 -5.139697 2.224 1.585 1.028
C 3.561823 4.155534 0.972604 0.304 -0.311 0.813
C 2.068767 -3.941721 -2.459239 -1.470 -0.871 0.008
C -2.277967 -1.816762 -2.511447 -0.526 -0.171 0.752
C -4.128360 -2.538700 1.458981 0.015 1.106 1.927
C 3.209805 3.584733 -0.359126 -0.836 -1.833 -1.518
C 4.313247 2.759421 -2.399917 -1.211 -1.021 0.425
C 0.920679 2.715352 4.272133 2.223 -2.724 3.068
C 1.108756 -0.014446 -2.461777 2.202 -1.557 -0.749
C 1.505506 -1.908376 3.602326 -1.487 1.069 -1.486
C 4.430340 3.165121 1.773914 -2.962 -0.022 1.240
C -4.537123 1.985781 0.327031 -3.332 -0.737 2.894
C -0.165085 -4.428578 0.881254 3.443 1.816 -0.968
H 2.247782 -3.568780 4.557068 -0.566 0.138 -1.391
H 2.351889 -3.789867 -0.350420 -0.379 -1.071 -0.584
H -0.885579 -6.294329 0.925542 -0.492 0.536 0.228
H -6.556468 2.232061 0.648567 -0.795 -0.523 0.745
H -0.791459 3.395907 3.350549 2.004 -0.108 0.468
H 1.422020 -3.888869 3.001702 0.689 0.700 0.486
H 5.286227 2.916988 1.192738 0.717 -0.452 -0.001
H -2.436276 -3.794424 -2.882825 -0.116 -0.162 -0.238
H -2.043610 -4.899740 1.192611 -0.472 -0.835 -0.029
H 0.588046 4.507213 3.399299 -0.198 -0.670 0.179
H -4.162830 -0.487518 1.741081 0.096 0.417 0.227
H 1.203096 -5.541366 -3.216648 -0.114 -0.507 0.005
H 1.806410 -1.595876 -3.481050 0.231 -1.081 -0.418
H -2.097801 2.379925 -4.376062 -0.748 -0.776 0.165
H 2.321628 -2.462708 -1.265377 0.307 0.965 -0.123
H 3.686833 1.852546 -2.582683 0.415 0.344 0.447
H 2.286064 -1.685057 5.353497 0.436 0.008 1.377
H 2.710591 2.172280 5.127894 -0.941 1.140 -0.544
H 1.437873 1.143142 0.373535 -0.652 -0.335 0.662
H -1.010707 1.002641 2.835144 0.677 -0.765 2.004
H -3.877099 3.303394 -1.097719 0.325 -1.835 1.401
H -0.515713 -0.920569 -5.368128 0.820 -1.016 -0.217
H -1.229929 -3.501837 -1.641983 -1.184 0.974 -0.965
H -2.640792 2.231974 -0.401285 -0.488 -0.104 0.148
H 1.136305 0.563111 1.973568 -0.344 0.302 -0.408
H 1.829159 5.176140 1.115254 0.232 -0.358 0.594
H 2.530027 4.218252 -0.952195 0.675 0.510 -0.214
H 3.774026 2.263762 2.116579 1.276 1.183 -0.966
H 3.869892 3.513157 -3.022650 0.029 0.765 -0.426
H 2.509917 2.708163 -0.203809 0.876 0.456 0.099
H 1.756264 3.693954 1.765785 -0.183 -0.326 -0.010
H 1.567203 -5.737804 -1.512777 -0.056 0.086 0.171
H -2.365017 1.172693 1.797458 0.776 0.166 0.077
H 5.329898 2.545691 -2.639186 0.608 -0.090 -0.658
H 0.321219 1.616834 -1.770370 -0.094 0.371 -0.188
H -0.829801 -1.072988 -1.228505 -0.578 0.469 -0.473
H 2.687586 3.753493 4.425251 0.325 0.162 -0.054
H -1.848069 0.104008 -2.069465 0.285 -1.015 0.528
H -1.480592 -2.959270 1.108602 0.196 0.612 -0.071
H -6.080447 2.627226 -0.927612 0.016 0.000 0.101
H -2.168710 -1.057369 -5.066150 -0.765 -0.235 0.460
H 1.288402 -0.379969 4.901289 -0.265 0.766 0.021
H -5.224913 -3.317266 0.033061 -0.579 0.649 0.574
H 4.131135 5.077960 0.913838 0.220 0.151 -0.480
H -3.025070 -1.427625 2.689088 0.391 0.317 0.104
H 1.470301 -0.136381 -4.439741 0.127 -0.164 -0.421
H -3.011651 0.826407 -4.213398 -0.663 0.281 0.453
H 0.837707 1.584242 -3.523541 -0.542 0.409 1.501
H 4.598490 3.717933 2.701055 0.777 -0.284 0.028
H 0.153756 -2.369932 1.056201 0.110 -0.208 0.278
H -5.852683 -1.816804 0.652761 -0.261 0.430 -0.296
```
Forces are in eV/Å.

Results
- strongest force on any atom (eV/A) = 4.67
- energy above the lowest of the compared OMol25 structures with the same formula, charge and spin (kcal/mol) = 0.0
- SMILES string = COC[C@H](C)N.NC(N)=O.NC(N)=O.NC(N)=O.NC(N)=O.NC(N)=O.NC(N)=O.NC(N)=O.NC(N)=O.NC(N)=O.NC(N)=O
- HOMO level (hartree) = -0.336
- electronic energy (eV) = -69171.53019
- LUMO energy (eV) = 0.225


Record 3
Here is a molecular structure, C14H14BrNO2Zn from OMol25. Energies are from ωB97M-V/def2-TZVPD.

```
33
Properties=species:S:1:pos:R:3:forces:R:3
Br -1.124710 2.402252 1.869330 -0.131 0.345 0.191
Zn -0.084272 -0.312546 -1.676820 0.010 3.122 0.777
O 0.855466 -1.598284 0.851989 -0.602 1.039 0.896
O -0.192299 0.308580 0.223380 0.698 -1.216 2.412
N -1.737247 -1.240738 -2.210712 1.855 -1.557 0.692
C 1.107579 -1.757734 -2.266715 1.567 0.764 0.463
C 0.984911 1.139484 -3.529328 -0.769 1.092 -0.058
C 0.497483 -1.094869 3.508776 -0.137 0.323 0.286
C -0.198615 0.323037 5.337041 -0.005 0.051 -0.519
C -0.134140 2.256572 -1.839490 -0.020 0.110 -1.266
C 0.358054 -0.874950 4.878209 -0.080 0.210 -0.124
C 1.160363 1.885269 -2.320380 -0.534 0.314 -0.685
C -0.269521 -2.223873 -2.196458 -3.124 -4.507 -2.129
C -0.493756 1.062156 3.027897 0.475 -1.071 0.566
C -1.113407 1.736991 -2.747133 1.057 0.623 -0.336
C 0.085157 -0.146626 2.556813 -0.300 0.556 0.866
C -0.420497 1.043323 -3.793536 0.669 1.124 0.219
C 0.276433 -0.516314 1.105383 0.039 -0.285 -2.480
C -0.621252 1.286410 4.411193 0.185 -0.411 -0.089
H 1.530781 -1.676460 -3.267026 0.074 -0.066 0.163
H 1.745052 -2.168503 -1.486123 0.145 0.165 -0.201
H 0.934676 -2.022939 3.143861 -0.133 0.299 -0.116
H -0.427392 -2.774205 -3.144609 -0.592 -0.195 0.351
H 2.111619 2.219145 -1.903541 -0.244 -0.333 0.028
H -0.875878 0.604529 -4.680887 0.096 -0.157 0.440
H -0.308524 0.514773 6.404677 0.010 -0.027 -0.222
H -1.056133 2.216108 4.766699 0.038 -0.094 -0.135
H -0.373444 -2.940617 -1.365485 -0.293 0.283 -0.160
H -0.336474 2.921174 -1.002349 0.050 -0.408 -0.017
H 1.782796 0.781306 -4.181247 -0.246 -0.141 0.351
H 0.686220 -1.642534 5.580876 -0.083 0.207 -0.115
H -2.163290 -1.631984 -1.355385 0.046 0.194 -0.184
H -2.185733 1.922073 -2.698915 0.280 -0.351 0.133
```
Forces are in eV/Å.

Results
- strongest force on any atom (eV/A) = 5.88
- HOMO level (hartree) = 0.038
- electronic energy (eV) = -138786.25825
- total charge = -2
- LUMO energy (eV) = 4.645